Here is C48H109N14Ni2O18P as an isolated structure in a non-equilibrium geometry from OMol25. Energies are from wB97M-V/def2-TZVPD.

Each line ends with the Mulliken charge.
Atoms and positions in Å:
Ni: -13.6884 -18.8891 17.0060  1.93
Ni: -10.9489 -15.8387 17.5344  2.40
P: -11.2633 -18.5008 16.8757  1.74
O: -12.1689 -18.7035 15.6035  -1.34
O: -10.2789 -17.3428 16.6284  0.48
O: -14.4718 -19.2943 18.8690  0.18
O: -11.9413 -23.0817 16.2395  -0.82
O: -14.3080 -20.6885 16.1235  -0.97
O: -6.7004 -20.6897 16.4557  -0.60
O: -9.8531 -16.0486 12.7586  -0.82
O: -15.1292 -17.4585 16.4003  -0.87
O: -10.5896 -19.6893 17.4347  0.14
O: -6.7233 -10.8572 14.9235  -0.54
O: -12.6321 -14.9375 18.8336  -0.67
O: -4.2507 -19.1714 14.1423  -0.60
O: -12.0665 -15.1307 15.8626  -1.39
O: -13.4700 -22.7833 19.4837  -0.81
O: -12.2957 -17.9603 17.9915  -1.70
O: -9.8115 -14.2053 17.0344  -1.13
O: -12.1810 -21.4688 11.2991  -0.61
O: -9.7822 -16.0542 19.1372  -0.90
N: -16.2121 -16.3081 18.0461  0.44
N: -14.2817 -19.9282 20.9684  0.42
N: -9.5231 -12.7312 15.3606  0.93
N: -15.1510 -22.7605 16.2674  0.39
N: -10.2459 -21.9592 15.1968  0.29
N: -13.8259 -19.8798 11.2121  0.14
N: -7.9575 -17.1603 13.2531  0.61
N: -5.4381 -11.2507 15.0582  0.85
N: -4.7660 -21.3367 13.6241  0.18
N: -13.0779 -13.8493 20.7375  0.19
N: -9.1475 -17.4129 20.8077  0.51
N: -11.2499 -23.2420 19.6461  0.32
N: -12.9247 -14.9912 13.7890  0.69
N: -6.2593 -18.7503 17.5546  0.37
C: -15.4079 -16.4325 17.0046  0.43
C: -6.7666 -17.4149 17.7654  -0.22
C: -9.9513 -22.5569 19.8977  -0.55
C: -5.4432 -20.9018 12.4042  -0.79
C: -12.5818 -20.3454 11.0421  0.26
C: -9.5155 -11.5972 16.2256  -1.20
C: -4.5123 -9.5954 16.5196  -1.66
C: -7.1563 -17.9390 14.2383  0.29
C: -9.3077 -18.7379 21.4406  -0.81
C: -12.6882 -12.7094 21.5987  -1.09
C: -14.7960 -21.5765 16.8091  -0.09
C: -11.5650 -22.1930 15.4337  0.37
C: -11.5361 -24.4366 20.4394  -1.07
C: -16.9000 -17.5369 18.5213  -0.81
C: -9.2037 -16.7730 13.5190  -0.13
C: -14.4690 -14.2938 20.6978  -0.70
C: -7.2265 -16.7404 12.1432  -1.31
C: -14.0818 -18.4712 11.0771  -0.93
C: -4.2660 -20.3523 14.4583  0.27
C: -15.7211 -20.3350 21.0344  -0.74
C: -12.2586 -14.1716 19.7426  0.14
C: -2.8623 -11.8504 13.9858  -0.76
C: -13.3888 -13.6186 14.0084  -0.95
C: -4.4720 -10.0962 15.0717  0.98
C: -9.6467 -13.9525 15.8351  -0.22
C: -5.7391 -13.0094 13.3564  -1.52
C: -9.9142 -20.9893 14.1594  -0.17
C: -5.9466 -13.4511 15.9436  -1.24
C: -5.2095 -12.7336 14.7816  1.33
C: -4.8570 -18.9286 17.4890  -1.15
C: -13.4101 -20.3108 22.1165  -0.73
C: -4.7804 -22.6798 14.0785  -0.67
C: -13.7452 -19.4936 19.8655  -0.45
C: -12.3026 -22.4500 19.3230  0.26
C: -9.7550 -12.4220 13.9315  -1.08
C: -15.0283 -20.6779 11.6080  -0.75
C: -7.9859 -16.5714 21.1712  -1.14
C: -15.0373 -23.0639 14.8291  -0.72
C: -13.0728 -15.5766 12.4889  -1.36
C: -15.4958 -23.7685 17.3302  -0.99
C: -16.8779 -15.0017 18.2527  -1.02
C: -9.9097 -17.0967 19.7632  0.38
C: -12.2010 -15.6298 14.7258  -0.26
C: -7.0747 -19.6445 16.9495  -0.63
C: -3.6590 -12.9332 14.7874  -1.15
C: -9.2190 -22.8311 15.6725  -0.87
C: -2.9748 -10.4937 14.7000  -1.00
C: -4.9302 -8.8975 14.0425  -1.70
H: -4.6320 -9.2415 13.0232  0.34
H: -7.7741 -18.3112 15.0323  -0.80
H: -7.8110 -17.4947 17.6283  -0.43
H: -14.6417 -14.8560 19.7778  -0.05
H: -14.8567 -21.7413 11.3283  0.34
H: -3.3810 -13.9237 14.3528  0.52
H: -5.1700 -21.6028 11.5795  0.38
H: -6.4219 -17.2776 14.7486  0.22
H: -14.4740 -18.0607 11.9949  0.19
H: -4.4438 -18.3719 16.6466  0.31
H: -11.5779 -24.2514 21.5096  0.33
H: -8.4606 -23.1235 14.9353  0.19
H: -10.6774 -11.8300 13.9151  0.38
H: -4.6739 -19.9757 17.4436  0.36
H: -5.7198 -13.0887 16.9666  0.35
H: -16.2082 -24.5164 16.9052  0.35
H: -9.5932 -17.1648 14.4781  0.42
H: -13.1478 -14.7971 11.7397  0.35
H: -17.8373 -15.0136 17.8112  0.32
H: -3.6425 -8.9787 16.7671  0.39
H: -12.6723 -19.1869 19.8825  0.14
H: -15.9720 -21.1979 20.4033  0.17
H: -14.0872 -23.5449 14.5903  0.25
H: -11.2094 -13.8930 19.9042  0.25
H: -3.1949 -12.9358 15.7409  0.38
H: -10.8810 -20.5835 13.9049  -0.48
H: -5.3915 -13.9530 12.9689  0.41
H: -11.9272 -19.5097 10.8292  0.24
H: -6.6494 -17.0598 18.7844  0.43
H: -15.9309 -20.3352 11.1291  0.37
H: -14.4413 -13.5498 13.5823  0.39
H: -2.2689 -10.5499 15.5332  0.36
H: -12.3768 -25.0188 20.1202  0.29
H: -13.1898 -17.9270 10.8050  0.38
H: -16.9470 -17.6030 19.5964  0.36
H: -15.0055 -15.4085 16.7265  0.05
H: -8.9416 -10.7868 15.7654  0.33
H: -1.7933 -12.1010 13.7938  0.43
H: -9.5603 -19.4756 20.6670  0.19
H: -15.8635 -23.6987 14.5287  0.43
H: -4.2580 -8.1780 14.4113  0.57
H: -13.1577 -21.3817 22.1047  0.33
H: -11.9583 -16.7059 14.6544  0.25
H: -13.3557 -13.3843 15.0759  0.19
H: -5.4202 -12.2418 12.6596  0.37
H: -8.6230 -22.3850 16.4413  0.13
H: -16.0033 -23.2420 18.1042  0.35
H: -11.8211 -12.2524 21.1789  0.44
H: -4.2079 -22.6675 15.0300  0.28
H: -16.2403 -14.2701 17.7584  0.41
H: -9.4221 -21.4873 13.3290  0.53
H: -10.0158 -13.3702 13.4002  0.22
H: -12.1815 -16.1587 12.2591  0.39
H: -14.7391 -14.8738 21.5867  0.27
H: -14.5507 -24.1293 17.7018  0.25
H: -7.0926 -17.1840 21.0665  0.40
H: -8.9168 -11.8376 13.5434  0.21
H: -16.3419 -18.4102 18.1389  -0.07
H: -5.8469 -14.5403 15.8124  0.31
H: -10.6310 -25.0442 20.2608  0.40
H: -9.9578 -22.0520 20.8753  0.28
H: -16.4721 -19.5932 20.7476  0.18
H: -16.9408 -14.7709 19.3363  0.32
H: -7.5896 -15.7137 11.8494  0.32
H: -2.6971 -9.6885 13.9860  0.43
H: -7.9520 -15.6887 20.5177  0.33
H: -10.5048 -11.2289 16.4210  0.40
H: -9.8534 -23.6378 16.1211  0.35
H: -12.5429 -13.0748 22.5959  0.34
H: -12.2437 -21.5122 14.8900  0.31
H: -8.3681 -19.0696 21.9537  0.36
H: -4.2045 -23.3691 13.4067  0.32
H: -12.7211 -12.9295 13.4622  0.24
H: -3.3257 -11.7256 13.0031  0.26
H: -9.1166 -23.2525 19.6008  0.38
H: -5.9501 -8.6253 14.2150  0.37
H: -9.6863 -14.7613 15.1298  0.78
H: -9.2681 -20.1104 14.4755  -0.04
H: -7.0032 -13.1692 15.6821  -0.10
H: -3.9741 -20.7446 15.4681  0.13
H: -6.7839 -12.9307 13.2759  0.12
H: -15.1072 -13.4311 20.6580  0.44
H: -10.1718 -18.7275 22.1516  0.21
H: -13.9224 -20.1490 23.0761  0.39
H: -14.9138 -21.4253 17.8440  0.14
H: -6.5544 -18.6754 13.7350  0.26
H: -15.1182 -22.0986 14.3174  0.04
H: -9.0820 -11.8194 17.2167  0.25
H: -10.0500 -21.6733 19.2499  -0.24
H: -5.0030 -19.9394 12.0978  0.28
H: -12.4402 -19.8375 22.0742  0.06
H: -6.4540 -16.7036 17.0795  0.13
H: -15.1155 -20.6655 12.7192  0.06
H: -13.5118 -11.9823 21.4305  0.32
H: -14.0383 -16.0685 12.4767  0.46
H: -12.0481 -21.5298 18.7256  0.18
H: -6.2313 -16.5460 12.5361  0.40
H: -15.8407 -20.5397 22.0788  0.41
H: -6.5631 -20.9169 12.5548  0.17
H: -10.6018 -17.8391 19.4347  -0.06
H: -4.5087 -10.4509 17.2103  0.36
H: -5.8077 -23.0573 14.2590  0.11
H: -5.3645 -8.9457 16.6320  0.39
H: -7.2661 -17.3105 11.2633  0.32
H: -8.1631 -16.2647 22.2327  0.34
H: -8.1261 -19.3390 16.9487  0.90
H: -4.3353 -18.5014 18.3456  0.33
H: -14.8333 -18.3066 10.2805  0.37
H: -17.9213 -17.4975 18.1337  0.37

Computed properties:
Multiplicity ... 6
Energy above the lowest of the compared OMol25 structures with the same formula, charge and spin ... 0.0 kJ/mol
Kohn-Sham gap (alpha / beta) ... 7.951 / 7.950 eV
Total charge ... +1
Expectation value of S² ... 8.762
Calculated total energy ... -7373.1659 a.u.
Highest occupied orbital energy (alpha / beta) ... -9.588 / -9.587 eV

***

Here is C25H51O17Zn as an isolated structure in a non-equilibrium geometry from OMol25. Energies are from wB97M-V/def2-TZVPD.

Each line ends with the Mulliken charge.
Atoms and positions in Å:
Zn: -3.5385 -2.6936 1.5411  1.00
O: -8.5603 -0.5821 0.4136  -0.29
O: -4.6571 0.7224 6.0482  -0.29
O: -1.1635 -0.7694 0.0152  -0.31
O: -1.5493 -0.2059 -6.9455  -0.57
O: 3.2741 4.4687 3.1353  -0.56
O: -6.2763 -0.8666 0.3384  -0.59
O: 4.5242 -5.0848 5.3259  -0.55
O: 5.4356 -0.1947 -6.7631  -0.30
O: -0.7432 -7.0634 3.2256  -0.30
O: -3.4357 -0.4571 4.5051  -0.61
O: -1.2891 -4.9988 2.3297  -0.60
O: 6.7364 0.3112 -5.0568  -0.59
O: -2.5793 1.3224 5.6198  -0.29
O: -7.3460 1.1309 -0.0763  -0.28
O: 4.7752 -1.0040 -4.8741  -0.29
O: 0.3545 -6.4262 1.5208  -0.28
O: -2.6094 6.9722 -2.2164  -0.57
C: -0.7793 6.9988 -3.7152  -1.07
C: 4.2559 -2.7815 4.8401  -1.01
C: -1.8018 -7.0827 4.2093  -0.59
C: 5.7147 -0.2044 -5.5371  0.82
C: 4.4364 2.5865 2.1127  -1.01
C: -1.9117 1.6569 -5.4716  -0.85
C: -1.2875 1.1987 5.1447  -0.66
C: 0.7364 -5.5563 0.4691  -0.59
C: 5.7700 -4.3590 3.4601  -0.96
C: 5.0575 -1.1686 -3.5180  -0.68
C: -0.7744 5.5830 -1.6011  -0.93
C: 0.3976 1.0123 -6.4740  -0.88
C: 4.8164 -4.1886 4.5367  0.76
C: -5.7644 -0.1456 5.8979  -0.57
C: -6.0975 1.7975 -0.3046  -0.72
C: 3.8815 4.7685 0.8869  -0.95
C: -8.8126 -1.9842 0.4195  -0.64
C: -0.5745 -6.0510 2.3783  0.77
C: -1.0972 0.7798 -6.3602  0.67
C: 0.0635 -0.1767 -0.2297  -0.48
C: -1.5004 6.5158 -2.5082  0.81
C: 3.7610 3.9025 2.1589  0.75
C: -7.2857 -0.1702 0.2523  0.79
C: -3.5472 0.4671 5.3043  0.79
C: 6.1679 0.6376 -7.6876  -0.71
H: 4.2753 2.0716 1.1656  0.30
H: -1.4778 2.6562 -5.4363  0.23
H: -8.2214 -2.4549 1.2050  0.28
H: -2.7970 1.9049 -6.0571  0.32
H: 4.9385 4.9197 0.6676  0.30
H: 7.1729 0.8320 -7.3129  0.33
H: -8.6967 -2.5454 -0.5077  0.30
H: 0.4336 2.0276 -6.8690  0.31
H: 5.2896 -0.2544 -2.9716  0.31
H: 3.9468 1.9488 2.8488  0.28
H: -0.8766 0.2569 4.7811  0.31
H: 4.1305 -1.5503 -3.0901  0.23
H: -1.2840 1.8885 4.3007  0.29
H: 6.1255 -3.4181 3.0401  0.29
H: -0.6789 1.6130 5.9485  0.25
H: 0.6881 0.1881 -7.1254  0.28
H: 1.4625 -5.9919 -0.2173  0.25
H: 5.8054 1.6647 -7.7292  0.30
H: 0.9320 0.8090 -5.5460  0.26
H: -1.5209 5.1726 -0.9210  0.26
H: -1.3919 7.7035 -4.2776  0.32
H: 0.1134 7.5638 -3.4469  0.30
H: -1.7980 -8.0255 4.7562  0.22
H: 0.0931 0.8528 0.1270  0.27
H: 3.5619 -2.4563 4.0650  0.25
H: 0.8862 -0.7353 0.2167  0.26
H: -0.3905 4.8532 -2.3140  0.29
H: -5.5979 1.8106 -1.2733  0.31
H: 6.2487 0.2378 -8.6985  0.27
H: 3.4114 4.3697 -0.0120  0.31
H: -6.6027 0.0916 6.5530  0.25
H: -5.5150 -1.2031 5.9858  0.27
H: 5.2956 -4.9133 2.6502  0.26
H: 5.7842 -1.9302 -3.2353  0.30
H: -6.2419 2.8525 -0.0719  0.31
H: -9.8640 -2.0868 0.6882  0.25
H: 0.4545 -0.2007 -1.2468  0.30
H: -2.0814 1.1866 -4.5031  0.23
H: -2.7798 -6.9011 3.7635  0.27
H: -6.1975 0.0221 4.9118  0.24
H: 3.3852 5.6833 1.2107  0.29
H: -0.1299 -5.2873 -0.1352  0.29
H: -5.3143 1.5393 0.4082  0.28
H: 5.5041 2.7170 2.2889  0.30
H: -1.6125 -6.1571 4.7529  0.30
H: 5.0225 -2.0136 4.9437  0.33
H: -0.4858 6.2371 -4.4376  0.29
H: -0.0350 6.1381 -1.0239  0.29
H: 3.6263 -2.8344 5.7283  0.32
H: 1.1292 -4.6425 0.9150  0.25
H: 6.6980 -4.8278 3.7873  0.31

Computed properties:
Energy above the lowest of the compared OMol25 structures with the same formula, charge and spin ... 931.4 kJ/mol
Kohn-Sham gap ... 2.799 eV
Total charge ... +1
Calculated total energy ... -4040.9881 a.u.
Highest occupied orbital energy ... -11.325 eV